1.
The following is a quantum chemistry calculation of 5 unconnected molecules or ions with the total composition C30H65ClFN2O6S5, from the OMol25 dataset.

Cartesian coordinates (Å):
C (0.000, -3.138, -3.553)
C (0.497, -2.125, -3.170)
C (1.141, -0.891, -2.713)
C (0.281, -0.156, -1.674)
C (1.164, 0.830, -0.902)
C (2.372, 0.223, -0.192)
C (2.130, -1.090, 0.558)
C (3.439, -1.628, 1.125)
S (4.004, -0.482, 2.414)
N (0.312, 1.577, 0.129)
C (-1.173, 1.326, 0.063)
C (-1.544, 0.108, 0.902)
C (-1.612, 0.472, 2.402)
C (-0.823, -0.481, 3.303)
C (-1.079, -0.251, 4.791)
C (-0.723, 1.173, 5.218)
C (0.789, 1.400, 5.224)
O (1.094, 2.595, 4.517)
C (2.308, 3.204, 4.899)
C (-1.589, 1.437, -1.410)
O (-1.089, 2.738, -1.844)
C (-3.135, 1.388, -1.461)
C (-3.852, 2.635, -1.961)
F (-5.146, 2.248, -2.293)
N (-0.954, 0.444, -2.225)
C (-0.902, 0.703, -3.678)
C (-2.111, 1.340, -4.350)
C (-2.050, 1.123, -5.856)
Cl (-2.222, -0.590, -6.293)
H (-0.473, -4.026, -3.899)
H (1.402, -0.267, -3.566)
H (2.088, -1.172, -2.250)
H (-0.024, -0.939, -0.986)
H (1.529, 1.598, -1.586)
H (3.171, 0.061, -0.919)
H (2.774, 0.975, 0.496)
H (1.746, -1.847, -0.131)
H (1.400, -0.986, 1.362)
H (4.159, -1.711, 0.310)
H (3.278, -2.612, 1.560)
H (4.876, -1.253, 3.069)
H (0.484, 2.573, 0.005)
H (0.643, 1.342, 1.069)
H (-1.637, 2.191, 0.546)
H (-2.494, -0.292, 0.552)
H (-0.813, -0.688, 0.788)
H (-2.648, 0.533, 2.741)
H (-1.200, 1.480, 2.529)
H (0.245, -0.314, 3.127)
H (-1.057, -1.513, 3.028)
H (-0.453, -0.944, 5.359)
H (-2.104, -0.492, 5.072)
H (-1.127, 1.344, 6.215)
H (-1.169, 1.906, 4.546)
H (1.167, 1.459, 6.249)
H (1.311, 0.561, 4.742)
H (2.258, 4.254, 4.613)
H (3.169, 2.743, 4.403)
H (2.458, 3.141, 5.980)
H (-1.452, 3.438, -1.284)
H (-3.534, 1.164, -0.471)
H (-3.432, 0.558, -2.095)
H (-3.398, 3.065, -2.848)
H (-3.947, 3.395, -1.182)
H (-0.742, -0.256, -4.164)
H (-0.039, 1.338, -3.924)
H (-3.060, 0.945, -3.993)
H (-2.105, 2.420, -4.193)
H (-1.110, 1.487, -6.270)
H (-2.857, 1.666, -6.343)
C (-7.532, -0.075, -3.416)
S (-8.314, -0.782, -1.962)
O (-9.091, -1.961, -2.416)
C (-9.489, 0.554, -1.711)
H (-6.792, -0.793, -3.767)
H (-8.281, 0.092, -4.190)
H (-7.039, 0.857, -3.141)
H (-10.104, 0.662, -2.604)
H (-8.950, 1.476, -1.494)
H (-10.114, 0.282, -0.863)
C (-3.548, -2.724, 7.760)
S (-2.555, -1.608, 8.755)
O (-1.922, -0.646, 7.809)
C (-1.289, -2.804, 9.189)
H (-4.375, -2.148, 7.351)
H (-2.936, -3.128, 6.953)
H (-3.936, -3.524, 8.390)
H (-0.841, -3.201, 8.278)
H (-1.734, -3.602, 9.784)
H (-0.538, -2.283, 9.779)
C (7.989, -0.948, 0.464)
S (7.334, -0.696, -1.185)
O (5.850, -0.835, -1.071)
C (7.931, -2.233, -1.887)
H (7.673, -0.104, 1.074)
H (7.589, -1.876, 0.871)
H (9.078, -0.983, 0.417)
H (7.535, -3.069, -1.312)
H (9.020, -2.234, -1.875)
H (7.576, -2.286, -2.915)
C (4.734, -0.319, -4.799)
S (3.990, -1.103, -6.238)
O (4.949, -2.129, -6.711)
C (4.163, 0.317, -7.326)
H (4.782, -1.056, -3.999)
H (5.740, 0.019, -5.051)
H (4.117, 0.524, -4.486)
H (5.215, 0.593, -7.390)
H (3.566, 1.145, -6.944)
H (3.797, 0.020, -8.306)

Properties
energy	-4293.58392	Ha
charge	+1
largest force on an atom	0.742	eV/A
lowest unoccupied orbital energy	-0.09555	Eh
multiplicity	1



2.
The following is a quantum chemistry calculation of 6 unconnected molecules or ions with the total composition C30H66BCl2N9O10P in a non-equilibrium geometry, from the OMol25 dataset.

Cartesian coordinates (Å):
C (5.786, 0.979, 3.687)
C (4.530, 1.766, 3.889)
C (3.993, 1.785, 5.298)
N (3.932, 2.468, 2.993)
C (3.576, 1.985, 1.689)
P (5.125, 2.241, 0.506)
N (4.685, 3.203, -0.815)
O (6.114, 3.218, 1.377)
N (2.402, 2.859, 1.307)
C (1.448, 2.337, 0.286)
Cl (1.285, 3.673, -0.924)
C (0.031, 2.118, 0.828)
C (-0.597, 3.324, 1.534)
C (-2.130, 3.146, 1.557)
C (-2.703, 3.633, 2.863)
O (-2.134, 4.434, 3.580)
O (-3.908, 3.120, 3.188)
C (1.918, 1.075, -0.473)
N (3.032, 0.301, 0.106)
C (2.851, -1.112, -0.246)
B (3.405, -1.411, -1.715)
O (4.684, -1.007, -2.041)
O (2.584, -2.047, -2.615)
C (3.251, 0.524, 1.541)
C (2.083, 0.024, 2.458)
C (2.452, -1.136, 3.402)
C (1.701, -1.064, 4.743)
Cl (1.923, -2.686, 2.630)
H (6.014, 0.328, 4.525)
H (6.603, 1.677, 3.513)
H (5.757, 0.347, 2.796)
H (4.083, 0.769, 5.677)
H (4.640, 2.420, 5.908)
H (2.979, 2.159, 5.314)
H (4.134, 2.708, -1.501)
H (4.303, 4.132, -0.638)
H (5.665, 4.025, 1.667)
H (1.914, 3.052, 2.191)
H (2.735, 3.774, 0.990)
H (-0.564, 1.906, -0.059)
H (-0.039, 1.234, 1.457)
H (-0.397, 4.261, 1.026)
H (-0.219, 3.383, 2.554)
H (-2.539, 3.778, 0.769)
H (-2.432, 2.122, 1.352)
H (-4.051, 3.418, 4.098)
H (1.043, 0.429, -0.591)
H (2.202, 1.371, -1.482)
H (1.821, -1.453, -0.107)
H (3.455, -1.716, 0.435)
H (4.736, -0.051, -1.950)
H (2.394, -1.468, -3.359)
H (4.108, -0.096, 1.787)
H (1.726, 0.865, 3.056)
H (1.255, -0.318, 1.843)
H (3.525, -1.206, 3.553)
H (2.343, -1.513, 5.500)
H (1.473, -0.043, 5.032)
H (0.817, -1.688, 4.703)
C (3.949, 6.980, -1.220)
O (3.410, 5.896, -1.001)
N (3.992, 7.570, -2.411)
C (4.642, 8.855, -2.613)
C (3.366, 6.907, -3.546)
H (4.448, 7.555, -0.427)
H (3.919, 9.581, -2.983)
H (5.447, 8.750, -3.341)
H (5.059, 9.217, -1.676)
H (2.304, 6.759, -3.349)
H (3.825, 5.932, -3.705)
H (3.488, 7.516, -4.437)
C (-8.750, 4.764, 5.505)
O (-8.897, 5.884, 5.945)
N (-7.994, 4.457, 4.430)
C (-7.849, 3.099, 3.946)
C (-7.304, 5.533, 3.740)
H (-9.234, 3.882, 5.961)
H (-6.796, 2.810, 3.978)
H (-8.208, 3.033, 2.917)
H (-8.423, 2.414, 4.566)
H (-6.624, 6.041, 4.425)
H (-8.024, 6.265, 3.375)
H (-6.741, 5.127, 2.902)
C (-1.211, -4.176, -1.712)
O (-1.238, -2.983, -1.418)
N (-0.564, -4.693, -2.759)
C (-0.570, -6.119, -3.055)
C (0.172, -3.796, -3.633)
H (-1.738, -4.935, -1.118)
H (0.453, -6.496, -3.042)
H (-0.994, -6.284, -4.040)
H (-1.162, -6.652, -2.312)
H (0.926, -3.269, -3.049)
H (-0.513, -3.058, -4.058)
H (0.642, -4.363, -4.434)
C (-0.906, -6.649, -6.744)
O (-0.174, -6.871, -5.794)
N (-1.477, -7.595, -7.505)
C (-2.342, -7.269, -8.622)
C (-1.216, -8.991, -7.192)
H (-1.164, -5.623, -7.059)
H (-3.334, -7.696, -8.463)
H (-1.926, -7.675, -9.546)
H (-2.435, -6.190, -8.722)
H (-1.546, -9.212, -6.177)
H (-0.146, -9.192, -7.253)
H (-1.747, -9.628, -7.894)
C (-4.843, -6.277, -1.137)
O (-3.787, -6.400, -1.728)
N (-4.968, -6.011, 0.176)
C (-6.263, -5.884, 0.815)
C (-3.766, -5.847, 0.977)
H (-5.815, -6.380, -1.648)
H (-6.367, -4.889, 1.252)
H (-6.365, -6.630, 1.605)
H (-7.056, -6.033, 0.086)
H (-3.169, -5.022, 0.588)
H (-3.163, -6.756, 0.935)
H (-4.039, -5.641, 2.008)

Properties
energy	-3714.37559	Ha
charge	+1
largest force on an atom	3.538	eV/A
lowest unoccupied orbital energy	-0.08540	Eh
multiplicity	1



3.
The following is a quantum chemistry calculation of 3 unconnected molecules or ions with the total composition C30H66N3O11P3S2 in a non-equilibrium geometry, from the OMol25 dataset.

Cartesian coordinates (Å):
C (7.468, -2.366, 3.579)
C (5.924, -2.317, 2.937)
C (5.178, -0.976, 3.521)
N (4.719, 0.010, 2.469)
P (5.982, 1.284, 2.169)
C (5.197, 1.519, 0.444)
C (3.739, 2.268, 0.437)
C (2.447, 1.274, 0.257)
S (1.315, 1.566, 1.721)
C (-0.386, 0.823, 1.470)
S (-0.573, -0.634, 0.583)
N (-1.559, 1.574, 2.127)
C (-2.095, 2.661, 1.222)
C (-1.505, 4.120, 1.785)
C (-2.632, 0.619, 2.600)
C (-3.362, 1.369, 3.904)
C (5.495, 2.176, 3.781)
C (5.901, 3.760, 3.866)
C (7.218, 4.246, 4.776)
N (5.205, 4.806, 3.262)
C (7.459, 2.441, 1.803)
C (8.482, 1.844, 0.621)
O (8.772, 0.551, 0.460)
O (9.149, 2.831, -0.279)
C (8.179, 3.306, -1.313)
C (7.306, 4.702, -1.157)
O (8.045, 2.582, -2.443)
H (7.856, -1.314, 3.917)
H (7.499, -3.064, 4.530)
H (8.258, -2.763, 2.777)
H (5.427, -3.339, 3.295)
H (6.080, -2.322, 1.769)
H (5.869, -0.529, 4.354)
H (4.195, -1.357, 4.077)
H (3.797, 0.445, 2.688)
H (6.960, 0.195, 2.302)
H (5.873, 2.069, -0.341)
H (5.021, 0.423, 0.005)
H (3.607, 2.827, 1.456)
H (3.717, 3.060, -0.444)
H (1.861, 1.666, -0.707)
H (2.709, 0.152, 0.042)
H (-1.558, 2.509, 0.168)
H (-3.263, 2.645, 1.142)
H (-0.716, 4.596, 1.024)
H (-0.892, 3.966, 2.793)
H (-2.369, 4.892, 2.012)
H (-2.085, -0.322, 3.064)
H (-3.403, 0.351, 1.756)
H (-2.522, 1.812, 4.628)
H (-3.975, 2.313, 3.532)
H (-4.023, 0.610, 4.516)
H (5.976, 1.622, 4.723)
H (4.319, 2.124, 3.978)
H (6.858, 4.594, 5.849)
H (7.992, 3.350, 4.864)
H (7.708, 5.143, 4.190)
H (4.393, 4.390, 2.756)
H (7.106, 3.495, 1.369)
H (8.166, 2.572, 2.756)
H (7.011, 5.136, -2.208)
H (6.308, 4.412, -0.602)
H (7.828, 5.525, -0.508)
O (-5.811, 0.373, -2.966)
P (-4.823, 1.070, -3.933)
O (-3.867, 1.694, -2.733)
C (-3.168, 0.807, -1.876)
C (-1.936, 0.248, -2.557)
O (-5.748, 2.429, -4.176)
C (-7.158, 2.387, -4.049)
C (-7.570, 2.875, -2.671)
O (-3.719, 1.849, -5.014)
C (-3.018, 1.018, -5.923)
C (-3.906, -0.012, -6.596)
H (-3.818, 0.001, -1.529)
H (-2.865, 1.381, -0.995)
H (-2.222, -0.441, -3.357)
H (-1.312, -0.300, -1.845)
H (-1.342, 1.047, -3.008)
H (-7.549, 1.388, -4.264)
H (-7.575, 3.059, -4.806)
H (-7.108, 2.280, -1.879)
H (-8.657, 2.831, -2.554)
H (-7.240, 3.907, -2.519)
H (-2.186, 0.534, -5.407)
H (-2.587, 1.672, -6.688)
H (-4.254, -0.760, -5.875)
H (-3.357, -0.538, -7.383)
H (-4.793, 0.458, -7.030)
O (-4.304, -3.625, -0.590)
P (-4.750, -5.098, -0.757)
O (-3.945, -5.329, -2.186)
C (-2.530, -5.242, -2.202)
C (-1.900, -6.505, -1.651)
O (-6.234, -4.754, -1.420)
C (-6.900, -3.536, -1.137)
C (-6.648, -2.536, -2.251)
O (-5.249, -6.744, -0.943)
C (-4.866, -7.649, 0.078)
C (-5.083, -7.100, 1.475)
H (-2.183, -4.365, -1.652)
H (-2.226, -5.113, -3.246)
H (-2.077, -6.580, -0.574)
H (-0.818, -6.505, -1.817)
H (-2.332, -7.393, -2.117)
H (-6.609, -3.141, -0.159)
H (-7.971, -3.753, -1.085)
H (-5.580, -2.353, -2.394)
H (-7.142, -1.584, -2.037)
H (-7.027, -2.923, -3.203)
H (-3.823, -7.939, -0.066)
H (-5.473, -8.551, -0.050)
H (-4.398, -6.270, 1.681)
H (-4.903, -7.876, 2.225)
H (-6.101, -6.717, 1.592)

Properties
energy	-3994.45691	Ha
charge	0
largest force on an atom	9.855	eV/A
lowest unoccupied orbital energy	-0.06003	Eh
multiplicity	1



4.
The following is a quantum chemistry calculation of 8 unconnected molecules or ions with the total composition C30H66O28P6 in a non-equilibrium geometry, from the OMol25 dataset.

Cartesian coordinates (Å):
C (-1.068, 0.273, -1.645)
C (-0.731, 1.181, -0.578)
C (0.408, 0.940, 0.130)
C (1.168, -0.272, -0.082)
C (0.636, -1.180, -1.027)
C (-0.409, -0.888, -1.841)
O (-0.888, -1.716, -2.736)
O (0.781, 1.780, 1.158)
H (-1.809, 0.687, -2.313)
H (-1.142, 2.173, -0.456)
H (1.934, -0.613, 0.598)
H (1.076, -2.156, -1.173)
H (-0.288, -2.162, -3.338)
H (1.570, 1.532, 1.645)
C (0.445, 4.906, -1.899)
C (1.622, 5.218, -2.589)
C (1.714, 4.904, -3.959)
C (0.581, 4.314, -4.584)
C (-0.608, 4.024, -3.860)
C (-0.622, 4.350, -2.531)
O (-1.788, 4.137, -1.867)
O (2.781, 5.263, -4.813)
H (0.272, 5.321, -0.918)
H (2.374, 5.858, -2.152)
H (0.591, 4.044, -5.629)
H (-1.435, 3.510, -4.328)
H (-2.348, 3.446, -2.228)
H (3.609, 5.085, -4.360)
C (0.752, 1.705, 4.958)
O (0.018, 1.441, 6.103)
P (-1.137, 0.346, 6.138)
O (-0.750, -0.790, 7.015)
O (-2.523, 1.216, 6.572)
C (-2.884, 2.323, 5.727)
O (-1.430, 0.032, 4.582)
C (-2.411, -0.972, 4.379)
H (1.609, 2.300, 5.273)
H (0.089, 2.257, 4.292)
H (1.129, 0.803, 4.477)
H (-3.826, 2.207, 5.191)
H (-2.128, 2.761, 5.077)
H (-2.990, 3.146, 6.434)
H (-3.377, -0.683, 4.794)
H (-2.120, -1.892, 4.886)
H (-2.421, -1.173, 3.307)
C (-4.515, -6.693, 0.871)
O (-3.691, -6.469, 1.961)
P (-2.619, -5.263, 2.042)
O (-1.160, -5.677, 1.937)
O (-3.176, -4.128, 0.962)
C (-2.588, -4.056, -0.414)
O (-2.998, -4.526, 3.441)
C (-2.369, -5.214, 4.586)
H (-4.233, -7.686, 0.521)
H (-4.498, -5.843, 0.189)
H (-5.530, -6.753, 1.262)
H (-1.815, -4.786, -0.657)
H (-2.311, -3.078, -0.807)
H (-3.476, -4.236, -1.019)
H (-1.414, -4.724, 4.775)
H (-2.059, -6.229, 4.340)
H (-3.074, -5.357, 5.405)
C (2.613, -6.679, -3.873)
O (3.124, -5.411, -3.556)
P (2.342, -4.037, -4.092)
O (1.178, -3.570, -3.269)
O (3.644, -3.032, -4.247)
C (4.107, -2.272, -3.108)
O (1.998, -4.333, -5.679)
C (0.670, -4.817, -5.993)
H (1.619, -6.597, -4.313)
H (2.611, -7.279, -2.963)
H (3.298, -7.228, -4.520)
H (3.365, -1.992, -2.361)
H (4.495, -1.289, -3.378)
H (4.936, -2.864, -2.721)
H (0.339, -4.388, -6.939)
H (-0.087, -4.702, -5.218)
H (0.636, -5.873, -6.260)
C (-3.942, 7.771, 2.491)
O (-2.648, 7.445, 2.781)
P (-2.241, 5.884, 3.138)
O (-2.911, 5.229, 4.265)
O (-2.582, 5.116, 1.763)
C (-2.065, 3.765, 1.712)
O (-0.645, 5.887, 3.194)
C (0.121, 6.577, 2.155)
H (-4.662, 7.104, 2.966)
H (-3.971, 7.839, 1.404)
H (-4.091, 8.789, 2.851)
H (-2.054, 3.231, 2.663)
H (-1.054, 3.893, 1.325)
H (-2.584, 3.086, 1.035)
H (-0.356, 7.132, 1.347)
H (0.693, 5.711, 1.824)
H (0.934, 7.175, 2.566)
C (-0.103, -1.822, -7.208)
O (0.612, -1.087, -6.148)
P (0.537, 0.535, -6.206)
O (0.429, 1.018, -7.599)
O (-0.733, 0.900, -5.260)
C (-1.986, 0.681, -5.756)
O (1.898, 0.833, -5.385)
C (2.059, 1.568, -4.173)
H (-0.910, -2.336, -6.686)
H (0.582, -2.491, -7.730)
H (-0.304, -1.140, -8.034)
H (-2.406, -0.086, -5.106)
H (-1.937, 0.295, -6.774)
H (-2.641, 1.550, -5.691)
H (2.380, 0.859, -3.410)
H (1.144, 2.009, -3.778)
H (2.747, 2.398, -4.329)
C (5.777, -0.201, 3.453)
O (4.775, -1.119, 3.091)
P (3.234, -0.700, 3.492)
O (2.608, 0.349, 2.644)
O (2.401, -2.067, 3.417)
C (0.951, -2.074, 3.569)
O (3.303, -0.347, 5.058)
C (3.982, -1.102, 6.060)
H (6.436, -0.497, 4.270)
H (5.277, 0.737, 3.693)
H (6.199, 0.057, 2.481)
H (0.675, -1.372, 4.356)
H (0.634, -3.034, 3.979)
H (0.408, -1.911, 2.638)
H (3.382, -1.508, 6.874)
H (4.802, -0.463, 6.387)
H (4.457, -1.965, 5.594)

Properties
energy	-5337.94079	Ha
charge	0
largest force on an atom	4.777	eV/A
lowest unoccupied orbital energy	0.01484	Eh
multiplicity	1